Entry 1:
The following is a quantum chemistry calculation of a molecular structure, C18H36AgFO6, from the Open Molecules 2025 dataset.

ΔE to the lowest compared entry with this formula, charge and spin ... 0.0 kJ/mol
Energy ... -1405.46225 a.u.
Spin multiplicity ... 2
Net charge ... +1

Each line ends with the Löwdin spin population.
Cartesian coordinates (Å):
Ag: -0.216 0.035 0.100  0.63
F: -1.619 1.252 -0.692  0.27
C: -1.740 -4.315 -1.097  0.00
C: -2.078 -2.850 -1.096  0.00
O: -1.409 -2.037 -0.500  0.01
C: -3.235 -2.414 -1.978  0.00
H: -1.611 -4.679 -2.113  0.00
H: -2.560 -4.847 -0.604  0.00
H: -0.854 -4.491 -0.489  0.00
H: -2.981 -1.434 -2.381  0.00
H: -4.123 -2.282 -1.358  0.00
H: -3.411 -3.148 -2.759  0.00
C: 2.376 -3.439 1.053  0.00
C: 2.420 -1.935 1.038  0.00
O: 1.424 -1.289 0.794  0.02
C: 3.727 -1.267 1.356  0.00
H: 1.497 -3.779 0.512  0.00
H: 2.381 -3.839 2.068  0.00
H: 3.283 -3.812 0.570  0.00
H: 3.525 -0.491 2.100  0.00
H: 4.047 -0.733 0.462  0.00
H: 4.446 -1.943 1.807  0.00
C: 4.050 2.417 0.374  0.00
C: 2.787 2.352 -0.458  0.00
O: 2.051 1.394 -0.423  0.00
C: 2.425 3.562 -1.274  0.00
H: 3.786 2.297 1.423  0.00
H: 4.534 3.381 0.226  0.00
H: 4.762 1.659 0.047  0.00
H: 2.628 4.521 -0.799  0.00
H: 1.351 3.513 -1.473  0.00
H: 2.906 3.566 -2.255  0.00
C: 0.421 -1.998 -3.854  0.00
C: 0.267 -0.635 -3.231  0.00
O: 0.391 -0.449 -2.040  0.02
C: -0.073 0.488 -4.171  0.00
H: 1.169 -1.955 -4.645  0.00
H: -0.537 -2.232 -4.325  0.00
H: 0.680 -2.745 -3.108  0.00
H: 0.735 0.630 -4.889  0.00
H: -0.280 1.380 -3.584  0.00
H: -0.963 0.228 -4.749  0.00
C: -0.603 3.625 1.209  0.00
C: 0.051 2.646 2.148  0.00
O: 0.330 1.517 1.801  0.03
C: 0.306 3.111 3.550  0.00
H: -0.052 4.568 1.274  0.00
H: -1.582 3.854 1.640  0.00
H: -0.653 3.248 0.195  0.00
H: -0.635 3.115 4.106  0.00
H: 0.731 4.112 3.578  0.00
H: 0.960 2.404 4.058  0.00
C: -4.168 -0.831 1.532  0.00
C: -2.940 -0.190 2.133  0.00
O: -1.828 -0.571 1.845  0.00
C: -3.168 0.972 3.047  0.00
H: -3.933 -1.832 1.188  0.00
H: -4.536 -0.136 0.777  0.00
H: -4.909 -0.942 2.329  0.00
H: -3.402 0.582 4.048  0.00
H: -4.058 1.528 2.753  0.00
H: -2.288 1.587 3.203  0.00

Entry 2:
The following is a quantum chemistry calculation of a molecular structure, C18H36BeNO21, from the Open Molecules 2025 dataset.

ΔE to the lowest compared entry with this formula, charge and spin ... 234.8 kJ/mol
Energy ... -2356.51921 a.u.
Spin multiplicity ... 1
Net charge ... +1

Each line ends with the Mulliken charge.
Cartesian coordinates (Å):
Be: -8.118 6.506 22.016  1.27
N: -6.822 3.730 22.975  0.84
O: -6.350 2.630 23.315  -0.67
O: -7.983 4.026 23.180  -0.23
O: -6.179 4.520 22.295  -0.66
C: -7.519 2.760 19.658  -0.15
O: -7.519 3.566 18.488  -0.32
C: -7.721 4.872 18.627  0.64
O: -7.958 5.435 19.720  -0.31
O: -7.779 5.440 17.453  -0.33
C: -8.006 6.863 17.295  -0.62
H: -8.440 2.915 20.219  -0.06
H: -6.696 2.942 20.349  0.12
H: -7.352 1.723 19.367  0.33
H: -8.091 7.093 16.233  0.24
H: -7.198 7.494 17.666  0.29
H: -8.954 7.131 17.761  0.27
C: -12.565 1.664 27.341  -0.66
O: -11.328 1.064 27.045  -0.35
C: -10.748 1.209 25.885  0.82
O: -11.234 1.789 24.892  -0.54
O: -9.490 0.754 25.960  -0.38
C: -8.592 0.988 24.864  -0.29
H: -12.934 1.094 28.193  0.27
H: -13.325 1.706 26.561  0.31
H: -12.398 2.679 27.702  0.28
H: -8.273 2.028 24.789  -0.02
H: -8.977 0.556 23.940  0.26
H: -7.678 0.468 25.153  0.29
C: -12.306 7.272 21.656  -0.47
O: -12.407 5.905 22.025  -0.32
C: -11.412 5.095 21.728  0.53
O: -10.266 5.373 21.306  -0.25
O: -11.797 3.808 22.113  -0.28
C: -10.976 2.764 21.673  -0.34
H: -12.196 7.378 20.576  0.33
H: -11.494 7.803 22.153  0.05
H: -13.303 7.654 21.871  0.23
H: -11.409 1.855 22.090  0.33
H: -9.943 2.789 22.017  -0.18
H: -10.885 2.717 20.587  0.41
C: -2.854 3.355 22.970  -0.21
O: -1.887 4.309 23.252  -0.18
C: -0.647 4.306 22.759  0.67
O: 0.076 5.340 22.755  -0.61
O: -0.301 3.112 22.271  -0.31
C: 1.030 2.863 21.935  -0.66
H: -3.053 3.127 21.923  0.34
H: -3.813 3.652 23.397  -0.25
H: -2.699 2.426 23.518  0.32
H: 1.184 1.878 21.496  0.25
H: 1.633 2.753 22.836  0.30
H: 1.457 3.661 21.328  0.30
C: -7.544 7.235 27.676  -0.71
O: -7.492 7.510 26.285  -0.23
C: -6.749 6.771 25.406  0.67
O: -6.862 6.787 24.183  -0.42
O: -5.886 5.966 26.122  -0.34
C: -4.773 5.212 25.575  -0.73
H: -8.183 7.986 28.141  0.26
H: -6.564 7.314 28.146  0.35
H: -7.921 6.231 27.872  0.29
H: -4.000 5.128 26.338  0.36
H: -4.358 5.652 24.668  0.39
H: -5.148 4.235 25.271  0.21
C: -10.115 4.904 25.649  -0.45
O: -10.637 6.191 25.751  -0.38
C: -10.369 7.151 24.809  0.80
O: -9.752 7.023 23.745  -0.13
O: -10.738 8.326 25.359  -0.35
C: -10.501 9.517 24.626  -0.62
H: -10.523 4.232 24.892  0.22
H: -10.458 4.365 26.532  0.27
H: -9.030 4.809 25.693  0.10
H: -9.665 10.156 24.909  0.29
H: -11.426 10.093 24.661  0.32
H: -10.439 9.262 23.568  0.16

Entry 3:
The following is a quantum chemistry calculation of a molecular structure, C18H36Br12O22S6, from the Open Molecules 2025 dataset.

Energy ... -35639.83107 a.u.
Spin multiplicity ... 1
Net charge ... 0

Each line ends with the Mulliken charge.
Cartesian coordinates (Å):
O: 0.644 0.454 6.692  -0.63
S: 0.779 1.329 5.574  1.26
O: 1.175 2.694 5.787  -0.64
O: 1.740 0.602 4.490  -0.31
C: 2.464 1.400 3.549  0.19
C: 3.456 0.485 2.872  -0.82
C: -0.742 1.313 4.590  -0.63
H: 2.805 2.334 3.996  0.54
H: 1.757 1.709 2.770  -0.18
H: 4.166 0.041 3.572  0.37
H: 4.088 1.054 2.185  0.43
H: 2.935 -0.294 2.324  -0.29
H: -0.575 1.931 3.700  0.08
H: -1.527 1.863 5.103  0.48
H: -0.965 0.333 4.183  0.13
O: -0.350 -3.553 0.101  -0.42
S: -0.677 -4.570 1.072  1.13
O: -0.857 -5.959 0.751  -0.69
O: 0.440 -4.468 2.235  -0.48
C: 1.048 -3.170 2.348  0.97
C: 1.683 -3.041 3.733  -1.33
C: -2.149 -4.029 1.974  -0.84
H: 0.327 -2.361 2.231  0.24
H: 1.785 -3.125 1.549  -0.47
H: 2.574 -3.648 3.896  0.31
H: 0.889 -3.237 4.452  0.41
H: 2.107 -2.048 3.891  0.15
H: -2.978 -3.978 1.270  0.28
H: -2.041 -3.062 2.458  0.15
H: -2.342 -4.821 2.695  0.45
C: -0.419 1.346 -5.130  0.94
Br: 0.740 2.746 -5.731  -0.04
Br: 0.284 -0.386 -5.829  -0.09
Br: -2.257 1.544 -5.626  -0.05
H: -0.440 1.343 -4.046  -0.88
C: -0.339 4.586 0.689  0.30
Br: 0.846 4.511 2.240  -0.06
Br: -0.423 6.462 0.127  -0.04
Br: -2.075 3.813 1.237  0.03
H: 0.143 3.999 -0.082  -0.22
C: 3.893 -4.093 0.250  -0.50
Br: 3.993 -2.126 0.371  0.09
Br: 5.663 -4.878 0.124  -0.02
Br: 2.684 -4.668 -1.170  0.06
H: 3.478 -4.496 1.166  0.41
C: -0.065 -5.339 -4.967  -0.35
Br: 1.169 -3.898 -5.277  -0.04
Br: -1.562 -5.082 -6.198  -0.04
Br: -0.572 -5.264 -3.050  -0.01
H: 0.396 -6.292 -5.191  0.42
C: -3.309 5.277 -2.065  -0.29
C: -2.153 4.300 -2.423  0.23
O: -2.807 3.470 -3.334  -0.15
S: -4.345 3.119 -2.897  0.88
O: -4.227 2.199 -1.771  -0.31
O: -5.161 2.749 -4.016  -0.56
O: -4.548 4.682 -2.426  -0.34
H: -3.194 6.240 -2.558  0.29
H: -3.162 5.486 -1.003  0.25
H: -1.804 3.630 -1.634  -0.33
H: -1.346 4.831 -2.927  0.39
C: 0.859 -1.610 -2.079  0.76
C: -0.633 -1.578 -2.251  -0.42
O: -1.185 -0.521 -1.432  -0.25
S: 0.061 0.454 -0.978  0.46
O: 0.547 0.168 0.328  -0.08
O: -0.197 1.842 -1.293  -0.24
O: 1.067 -0.200 -2.091  -0.04
H: 1.319 -2.081 -2.946  0.22
H: 1.155 -2.215 -1.222  -0.64
H: -1.104 -2.527 -2.012  0.26
H: -0.870 -1.269 -3.270  0.16
C: -3.721 0.093 0.910  0.47
C: -4.512 -1.257 0.991  -0.39
O: -4.284 -1.669 2.351  -0.39
S: -4.169 -0.342 3.299  1.14
O: -3.455 -0.731 4.484  -0.55
O: -5.352 0.471 3.444  -0.61
O: -3.278 0.389 2.223  0.08
H: -4.429 0.886 0.664  0.18
H: -2.964 0.003 0.137  -0.49
H: -4.119 -1.882 0.194  0.33
H: -5.591 -1.130 0.933  0.33
C: 3.255 2.302 -2.971  0.11
C: 3.209 2.369 -1.408  0.22
O: 4.540 2.592 -0.990  -0.41
S: 5.465 1.639 -1.957  1.02
O: 5.199 0.271 -1.594  -0.43
O: 6.829 2.097 -2.028  -0.58
O: 4.633 2.039 -3.300  -0.37
H: 2.982 3.241 -3.453  0.19
H: 2.650 1.562 -3.493  -0.03
H: 2.808 1.438 -1.008  0.00
H: 2.545 3.164 -1.077  0.22

Entry 4:
The following is a quantum chemistry calculation of 9 unconnected molecules or ions with the total composition C18H36Cl18, from the Open Molecules 2025 dataset.

ΔE to the lowest compared entry with this formula, charge and spin ... 39.1 kJ/mol
Energy ... -8990.94340 a.u.
Spin multiplicity ... 1
Structure (SMILES) ... ClCCCl.ClCCCl.ClCCCl.ClCCCl.ClCCCl.ClCCCl.ClCCCl.ClCCCl.ClCCCl
Net charge ... 0

Each line ends with the Mulliken charge.
Cartesian coordinates (Å):
Cl: -21.799 -10.529 -0.936  -0.19
C: -23.165 -9.572 -1.610  0.09
C: -23.118 -8.137 -1.170  -0.36
Cl: -21.558 -7.352 -1.603  -0.15
H: -24.058 -10.069 -1.237  0.42
H: -23.088 -9.692 -2.686  -0.37
H: -23.209 -8.081 -0.089  0.38
H: -23.859 -7.537 -1.690  0.16
Cl: -18.564 -11.711 -7.706  -0.17
C: -17.819 -11.052 -6.208  0.15
C: -16.593 -11.820 -5.830  -0.59
Cl: -16.978 -13.479 -5.304  -0.18
H: -18.573 -11.063 -5.423  -0.01
H: -17.593 -10.005 -6.412  0.10
H: -16.110 -11.354 -4.973  0.34
H: -15.875 -11.887 -6.642  0.38
Cl: -24.247 -7.943 -7.192  -0.09
C: -25.525 -8.006 -5.962  -0.62
C: -24.919 -7.949 -4.596  -0.25
Cl: -24.161 -6.346 -4.352  -0.14
H: -26.131 -8.897 -6.119  0.36
H: -26.199 -7.168 -6.133  0.38
H: -24.156 -8.722 -4.515  -0.04
H: -25.652 -8.042 -3.799  0.46
Cl: -13.286 -5.301 -7.095  -0.21
C: -14.918 -5.972 -7.392  -0.33
C: -15.985 -5.129 -6.760  0.02
Cl: -16.594 -3.855 -7.833  -0.19
H: -14.949 -6.972 -6.957  0.21
H: -15.006 -6.103 -8.464  0.28
H: -15.627 -4.697 -5.831  0.43
H: -16.846 -5.745 -6.497  -0.19
Cl: -21.022 -9.738 -4.543  -0.21
C: -21.049 -8.992 -6.175  0.81
C: -20.690 -7.534 -6.186  0.03
Cl: -19.100 -7.235 -5.417  -0.26
H: -22.043 -9.185 -6.556  -0.27
H: -20.305 -9.563 -6.728  -0.35
H: -21.392 -6.946 -5.597  -0.05
H: -20.659 -7.147 -7.202  0.29
Cl: -21.279 -14.654 -3.035  -0.20
C: -20.417 -13.592 -4.159  -0.19
C: -21.284 -13.012 -5.253  0.48
Cl: -22.309 -14.221 -6.081  -0.19
H: -19.539 -14.074 -4.585  0.21
H: -20.007 -12.783 -3.552  0.18
H: -20.656 -12.511 -5.983  -0.31
H: -21.994 -12.314 -4.821  0.03
Cl: -18.011 -8.565 -12.081  -0.19
C: -18.379 -9.328 -10.527  -0.18
C: -18.697 -8.359 -9.395  0.55
Cl: -17.625 -6.914 -9.376  -0.16
H: -17.529 -9.940 -10.238  0.30
H: -19.253 -9.961 -10.655  0.15
H: -18.452 -8.827 -8.444  -0.56
H: -19.730 -8.029 -9.357  0.08
Cl: -23.788 -13.939 -9.955  -0.19
C: -23.343 -12.226 -10.238  -0.51
C: -22.717 -11.667 -8.972  -0.27
Cl: -22.030 -10.056 -9.344  -0.18
H: -24.226 -11.666 -10.528  0.35
H: -22.622 -12.251 -11.049  0.31
H: -21.930 -12.343 -8.649  0.18
H: -23.474 -11.516 -8.209  0.32
Cl: -22.978 -4.065 -7.332  -0.16
C: -21.994 -3.805 -5.871  -0.04
C: -22.028 -2.371 -5.403  -0.51
Cl: -23.668 -1.824 -4.997  -0.19
H: -20.975 -4.108 -6.111  0.22
H: -22.345 -4.464 -5.076  -0.02
H: -21.621 -1.697 -6.154  0.35
H: -21.418 -2.252 -4.509  0.33

Entry 5:
The following is a quantum chemistry calculation of a molecular structure, C18H36ClFeN7SSi, from the Open Molecules 2025 dataset.

ΔE to the lowest compared entry with this formula, charge and spin ... 73.2 kJ/mol
Energy ... -3502.09532 a.u.
Spin multiplicity ... 6
Net charge ... +1

Each line ends with the Löwdin spin population.
Cartesian coordinates (Å):
Fe: -0.930 0.451 -1.180  3.97
C: 4.902 -3.708 -0.581  0.00
Si: 3.060 -3.461 -0.767  0.00
C: 2.198 -4.027 0.789  0.00
C: 2.429 -4.402 -2.249  0.00
C: 2.765 -1.602 -1.021  0.00
C: 3.826 -0.708 -1.070  0.00
C: 3.628 0.662 -1.251  0.00
C: 2.340 1.114 -1.386  0.01
N: 1.290 0.280 -1.341  0.06
C: 1.484 -1.033 -1.171  0.02
S: -0.010 -1.903 -1.170  0.14
H: 5.112 -4.778 -0.505  0.00
H: 5.290 -3.234 0.324  0.00
H: 5.466 -3.328 -1.437  0.00
H: 2.330 -5.105 0.913  0.00
H: 1.128 -3.822 0.750  0.00
H: 2.610 -3.540 1.677  0.00
H: 2.751 -5.445 -2.185  0.00
H: 2.810 -3.991 -3.187  0.00
H: 1.339 -4.389 -2.289  0.00
H: 4.839 -1.080 -0.965  0.00
H: 4.457 1.353 -1.296  0.00
H: 2.116 2.160 -1.554  0.00
C: 0.411 5.531 3.683  0.00
C: 1.459 5.472 2.569  0.00
C: 2.525 4.411 2.844  0.00
C: 0.862 5.350 1.167  0.00
N: 0.320 4.026 0.808  0.00
C: -0.214 3.035 1.532  0.00
N: -0.583 2.078 0.714  0.02
N: -0.256 2.517 -0.515  0.05
N: 0.283 3.674 -0.480  0.00
H: 0.873 5.886 4.604  0.00
H: -0.026 4.556 3.905  0.00
H: -0.399 6.218 3.433  0.00
H: 1.956 6.445 2.549  0.00
H: 2.094 3.415 2.959  0.00
H: 3.052 4.647 3.767  0.00
H: 3.263 4.372 2.040  0.00
H: 1.624 5.558 0.420  0.00
H: 0.064 6.081 1.035  0.00
H: -0.324 3.027 2.600  0.00
Cl: -1.336 0.410 -3.558  0.19
C: -2.209 1.647 -2.674  0.40
H: -3.277 1.556 -2.834  0.02
H: -1.789 2.621 -2.890  0.02
C: -4.061 -3.896 -0.033  0.00
C: -4.226 -2.401 -0.279  0.00
C: -4.717 -2.161 -1.712  0.00
C: -5.225 -1.816 0.718  0.00
N: -2.898 -1.820 -0.026  0.01
N: -2.792 -0.419 -0.246  0.06
H: -5.022 -4.401 -0.129  0.00
H: -3.671 -4.073 0.970  0.00
H: -3.370 -4.336 -0.757  0.00
H: -5.672 -2.665 -1.865  0.00
H: -4.003 -2.550 -2.441  0.00
H: -4.887 -1.099 -1.920  0.00
H: -6.172 -2.351 0.651  0.00
H: -5.433 -0.762 0.512  0.00
H: -4.843 -1.904 1.736  0.00
H: -2.173 -2.297 -0.542  0.00
H: -2.873 0.038 0.658  0.00
H: -3.566 -0.086 -0.820  0.00

Entry 6:
The following is a quantum chemistry calculation of a gas-phase ion, C18H36N (charge +1), from the Open Molecules 2025 dataset.

ΔE to the lowest compared entry with this formula, charge and spin ... 13.2 kJ/mol
Energy ... -761.91832 a.u.
Spin multiplicity ... 1
Structure (SMILES) ... CC#CC[N+](C)(C)CCCCCCCCCCCC
Net charge ... +1

Each line ends with the Mulliken charge.
Cartesian coordinates (Å):
C: 7.542 2.260 -0.178  -1.18
C: 6.306 1.529 -0.248  0.34
C: 5.273 0.919 -0.308  -0.69
C: 4.006 0.219 -0.396  0.02
N: 4.090 -1.180 0.129  -0.08
C: 4.485 -1.147 1.549  -0.87
C: 5.123 -1.909 -0.630  -0.91
C: 2.790 -1.896 -0.041  -0.65
C: 1.544 -1.214 0.539  -0.63
C: 0.704 -0.467 -0.501  -0.46
C: -0.542 0.150 0.134  -0.71
C: -1.394 0.883 -0.900  -0.75
C: -2.597 1.598 -0.286  -0.83
C: -3.652 0.648 0.277  -0.28
C: -4.890 1.410 0.748  -0.79
C: -5.917 0.523 1.453  -0.93
C: -6.522 -0.583 0.588  -0.61
C: -7.306 -0.060 -0.614  -0.18
C: -8.018 -1.188 -1.351  -1.37
H: 7.334 3.328 -0.219  0.31
H: 8.184 1.992 -1.015  0.33
H: 8.058 2.039 0.755  0.33
H: 3.687 0.171 -1.441  0.47
H: 3.255 0.765 0.179  0.31
H: 3.726 -0.650 2.148  0.38
H: 4.619 -2.160 1.924  0.41
H: 5.420 -0.599 1.651  0.39
H: 4.868 -1.935 -1.688  0.38
H: 5.211 -2.930 -0.264  0.40
H: 6.082 -1.405 -0.518  0.39
H: 2.635 -2.049 -1.112  0.48
H: 2.920 -2.878 0.420  0.39
H: 1.800 -0.534 1.353  0.16
H: 0.914 -1.989 0.977  0.50
H: 1.282 0.326 -0.980  0.26
H: 0.394 -1.167 -1.280  0.38
H: -1.131 -0.638 0.602  0.27
H: -0.243 0.854 0.915  0.30
H: -1.743 0.171 -1.650  0.37
H: -0.771 1.622 -1.411  0.38
H: -2.254 2.270 0.504  0.35
H: -3.062 2.214 -1.059  0.38
H: -3.933 -0.067 -0.499  0.26
H: -3.242 0.089 1.120  0.23
H: -5.355 1.908 -0.104  0.32
H: -4.575 2.189 1.447  0.43
H: -5.444 0.064 2.325  0.35
H: -6.726 1.161 1.818  0.38
H: -5.736 -1.259 0.243  0.24
H: -7.198 -1.170 1.215  0.43
H: -8.042 0.670 -0.271  0.28
H: -6.631 0.446 -1.306  0.25
H: -7.301 -1.923 -1.710  0.34
H: -8.722 -1.691 -0.692  0.33
H: -8.568 -0.799 -2.206  0.37

Question: The highest spin multiplicity belongs to which entry?
Answer: C18H36ClFeN7SSi